Entry 1:
This record from the Open Molecules 2025 dataset describes a 15-piece molecular cluster, C34H54Cl11N7O24 overall at a distorted geometry. The level of theory is ωB97M-V/def2-TZVPD.

Its total energy is -8577.65369 a.u. The net charge is -3. Its LUMO energy (spin up / spin down) is 4.272 / 4.261 eV. As for the spin multiplicity: 2. Its expectation value of S² is 0.752.

Each line ends with the Löwdin spin population.
Positions of all 130 atoms, in Å:
C1 -2.8982 -0.9318 -1.1137  0.00
C2 -1.6998 -0.2410 -0.5930  0.00
C3 -0.5168 -1.2259 -0.5156  0.00
N1 0.7208 -0.7152 0.3673  0.00
C4 1.0753 0.6965 -0.1192  0.00
C5 2.0047 -1.6048 0.2819  0.00
C6 2.7355 -1.4720 1.5776  0.01
C7 1.5653 -1.4156 2.5494  0.00
C8 0.3814 -0.6743 1.8721  0.00
H1 -3.7012 -0.2249 -0.9048  0.00
H2 -3.1174 -1.7297 -0.4041  0.00
H3 -2.9595 -1.1191 -2.1858  0.00
H4 -1.9058 0.2251 0.3706  0.00
H5 -1.3717 0.5686 -1.2449  0.00
H6 -0.1680 -1.4912 -1.5136  0.00
H7 -0.7289 -2.1750 -0.0233  0.00
H8 1.4887 0.5746 -1.1203  0.00
H9 1.9186 0.9722 0.5140  0.00
H10 0.2461 1.3872 0.0343  0.00
H11 2.6413 -1.3132 -0.5535  0.00
H12 1.7092 -2.6523 0.2228  0.00
H13 3.3617 -0.5911 1.7183  0.01
H14 3.4601 -2.2768 1.7015  0.00
H15 1.9575 -0.9424 3.4496  0.00
H16 1.2047 -2.3940 2.8669  0.00
H17 0.1904 0.3506 2.1903  0.00
H18 -0.6018 -1.1354 1.9661  0.00
Cl1 -2.3058 -3.3847 -5.7782  0.00
O1 -3.5400 -2.8726 -6.2558  0.00
O2 -1.2071 -3.0721 -6.6487  0.00
O3 -2.0516 -2.7329 -4.5417  0.00
O4 -2.4565 -4.7845 -5.6732  0.00
Cl2 -5.3016 0.6681 -4.4211  0.00
O5 -5.5324 1.7682 -5.3256  0.00
O6 -3.9378 0.5294 -4.0770  0.00
O7 -6.0822 0.7970 -3.2307  0.00
O8 -5.7509 -0.5786 -5.0316  0.00
Cl3 -2.2086 -4.1292 2.7106  0.00
O9 -1.0585 -4.1546 1.8650  0.00
O10 -2.9485 -2.9365 2.2748  0.00
O11 -3.0576 -5.3327 2.6089  0.00
O12 -1.6975 -3.8505 4.0309  0.00
C9 5.8050 -4.3841 0.1548  0.00
Cl4 5.6705 -3.4343 -1.3371  0.00
Cl5 6.5277 -3.3864 1.4060  0.00
Cl6 4.1943 -4.9200 0.6906  0.00
Cl7 6.8224 -5.7839 -0.1587  0.00
C10 6.2331 -0.0515 5.3238  0.17
Cl8 7.6832 0.5720 4.5892  0.22
Cl9 6.3478 -1.7378 5.8329  0.19
Cl10 5.8083 0.9306 6.7429  0.21
Cl11 4.9197 0.0150 4.1359  0.15
C11 -1.2892 -1.7372 6.7625  0.00
N2 -0.2773 -0.8452 6.0188  0.00
O13 -0.6103 0.2370 5.6535  0.00
O14 0.7672 -1.3788 5.6029  0.00
H19 -1.3717 -2.6261 6.1370  0.00
H20 -2.2518 -1.2289 6.7063  0.00
H21 -0.8948 -2.0757 7.7206  0.00
C12 -3.3386 -0.1641 3.8833  0.00
N3 -4.1476 0.2862 2.6950  0.00
O15 -5.2167 -0.1934 2.4535  0.00
O16 -3.7208 1.2644 2.0638  0.00
H22 -3.0595 0.7446 4.4166  0.00
H23 -2.3492 -0.5436 3.6279  0.00
H24 -3.8802 -0.8726 4.5101  0.00
C13 -7.2016 0.1071 -0.1906  0.00
N4 -7.8622 0.0250 1.1424  0.00
O17 -8.1216 1.0952 1.7233  0.00
O18 -8.1734 -1.0707 1.5235  0.00
H25 -7.0413 -0.8883 -0.6049  0.00
H26 -6.2949 0.6923 -0.0373  0.00
H27 -7.9812 0.6417 -0.7333  0.00
C14 -4.2177 -3.9596 -1.9154  0.00
N5 -5.1554 -3.0328 -2.6442  0.00
O19 -5.2797 -3.1920 -3.8731  0.00
O20 -5.6784 -2.1340 -2.0151  0.00
H28 -4.4899 -4.9684 -2.2258  0.00
H29 -4.3604 -3.9431 -0.8349  0.00
H30 -3.1585 -3.8705 -2.1570  0.00
C15 -3.4681 3.0775 -1.7202  0.00
N6 -2.3339 3.6885 -1.0078  0.00
O21 -1.2900 3.1045 -1.0303  0.00
O22 -2.5329 4.6490 -0.3503  0.00
H31 -3.6411 3.5856 -2.6689  0.00
H32 -4.3414 3.2362 -1.0875  0.00
H33 -3.3823 1.9971 -1.8367  0.00
C16 -0.1381 0.7017 -4.4983  0.00
N7 0.6615 -0.5543 -4.3575  0.00
O23 0.6766 -1.3288 -5.3815  0.00
O24 1.3964 -0.7617 -3.3673  0.00
H34 0.5340 1.3095 -5.1040  0.00
H35 -0.2854 1.1192 -3.5022  0.00
H36 -1.0635 0.6265 -5.0694  0.00
C17 6.9356 -0.2460 -1.0509  0.00
C18 5.5973 0.0733 -1.0831  0.00
C19 5.0548 0.7435 0.0035  0.00
C20 5.9103 1.2551 1.0288  0.00
C21 7.2741 0.9546 1.0002  0.01
C22 7.7786 0.2409 -0.0395  0.00
H37 7.4489 -0.7377 -1.8641  0.00
H38 5.0342 -0.1193 -1.9844  0.00
H39 4.0452 1.0671 -0.2025  0.00
H40 5.5577 1.8644 1.8478  0.00
H41 7.9326 1.3323 1.7684  0.01
H42 8.8172 -0.0465 -0.1106  0.00
C23 1.8622 3.9510 -5.5479  0.00
C24 2.9594 3.2367 -5.1418  0.00
C25 3.1585 2.9714 -3.7504  0.00
C26 2.2259 3.4228 -2.8666  0.00
C27 1.0792 4.1381 -3.2252  0.00
C28 0.9006 4.3845 -4.6151  0.00
H43 1.7156 4.2712 -6.5689  0.00
H44 3.8297 2.9601 -5.7183  0.00
H45 3.9567 2.3565 -3.3615  0.00
H46 2.3495 3.1527 -1.8282  0.00
H47 0.3239 4.3149 -2.4738  0.00
H48 -0.0503 4.7191 -5.0026  0.00
C29 2.4861 2.4923 3.5002  0.00
C30 1.2414 2.4040 4.1839  0.00
C31 0.1552 3.0414 3.5470  0.00
C32 0.3264 3.6922 2.3486  0.00
C33 1.5033 3.7872 1.7041  0.00
C34 2.5791 3.0951 2.2193  0.00
H49 3.2401 1.8636 3.9504  0.00
H50 1.1604 1.9321 5.1520  0.00
H51 -0.7882 3.0419 4.0727  0.00
H52 -0.5931 4.0739 1.9301  0.00
H53 1.4691 4.3246 0.7679  0.00
H54 3.5207 2.9692 1.7055  0.00

Entry 2:
This record from the Open Molecules 2025 dataset describes C34H54N2O2ReS4Sb as an isolated structure. The level of theory is ωB97M-V/def2-TZVPD.

Its total energy is -3499.38675 a.u. The net charge is -1. Its energy relative to the best compared isomer or geometry (same formula, charge and spin) is 1.042 eV. Its LUMO energy (spin up / spin down) is 1.681 / 1.934 eV. As for the spin multiplicity: 2. Its expectation value of S² is 1.083.

Each line ends with the Löwdin spin population.
Positions of all 98 atoms, in Å:
Re1 -1.5618 0.5408 -0.7492  0.88
C1 -3.7607 2.8124 -0.4423  0.01
N1 -2.9021 1.8985 0.3697  0.01
C2 -3.8207 1.0769 1.2014  0.00
C3 -2.0563 2.7570 1.2357  0.00
C4 -0.9005 1.9879 1.8261  0.00
N2 -0.1186 1.3246 0.7696  0.00
C5 0.7333 0.2590 1.3597  0.00
C6 0.0084 -0.7939 2.1492  0.01
C7 0.5292 -1.1674 3.3769  0.00
C8 -0.0100 -2.2130 4.1198  0.01
C9 -1.0494 -2.9217 3.5307  0.00
C10 -1.6005 -2.6059 2.2869  0.01
C11 -1.1320 -1.4474 1.6363  0.00
O1 -1.8123 -0.9709 0.6037  0.03
C12 -2.7215 -3.4974 1.7249  0.00
C13 -2.4557 -4.9650 2.1026  0.00
C14 -2.8452 -3.4645 0.1936  0.00
C15 -4.0596 -3.0613 2.3362  0.00
C16 0.5504 -2.5388 5.5037  0.00
C17 2.0256 -2.9441 5.3844  0.00
C18 0.4422 -1.2989 6.4026  0.00
C19 -0.2088 -3.6814 6.1780  0.00
C20 0.7659 2.2837 0.0774  0.00
C21 1.4427 1.7879 -1.1880  0.00
C22 2.4296 2.6144 -1.6966  0.00
C23 3.0667 2.3427 -2.9011  0.00
C24 2.6851 1.1867 -3.5646  0.00
C25 1.7028 0.3102 -3.0985  0.00
C26 1.0690 0.6399 -1.8990  0.01
O2 0.0898 -0.1592 -1.3852  0.07
C27 1.3586 -0.8919 -3.9946  0.00
C28 0.3523 -1.8897 -3.4101  0.00
C29 0.7633 -0.3539 -5.3056  0.00
C30 2.6451 -1.6794 -4.2954  0.00
C31 4.1023 3.3211 -3.4519  0.00
C32 3.4368 4.6875 -3.6685  0.00
C33 4.6835 2.8541 -4.7863  0.00
C34 5.2559 3.4694 -2.4511  0.00
H1 -4.3279 3.4478 0.2444  0.00
H2 -4.4508 2.2381 -1.0535  0.00
H3 -3.1553 3.4291 -1.0978  0.00
H4 -4.4369 1.7439 1.8115  0.00
H5 -3.2595 0.3920 1.8299  0.00
H6 -4.4600 0.4979 0.5386  0.00
H7 -2.6698 3.1737 2.0415  0.00
H8 -1.7173 3.5911 0.6227  0.00
H9 -1.2680 1.2049 2.4901  0.00
H10 -0.2623 2.6532 2.4217  0.00
H11 1.4789 0.7389 2.0066  0.00
H12 1.2599 -0.1984 0.5246  0.00
H13 1.3907 -0.6216 3.7510  0.00
H14 -1.4601 -3.7686 4.0610  0.00
H15 -1.4653 -5.2785 1.7665  0.00
H16 -3.1983 -5.6023 1.6184  0.00
H17 -2.5247 -5.1490 3.1753  0.00
H18 -1.8816 -3.6478 -0.2869  0.00
H19 -3.2192 -2.5159 -0.1754  0.00
H20 -3.5351 -4.2554 -0.1131  0.00
H21 -4.0342 -3.1303 3.4264  0.00
H22 -4.8741 -3.6920 1.9694  0.00
H23 -4.2826 -2.0275 2.0635  0.00
H24 2.6268 -2.1380 4.9612  0.00
H25 2.1332 -3.8163 4.7366  0.00
H26 2.4366 -3.1911 6.3672  0.00
H27 1.0196 -0.4645 6.0019  0.00
H28 0.8180 -1.5191 7.4055  0.00
H29 -0.5972 -0.9755 6.4880  0.00
H30 -0.1111 -4.6153 5.6206  0.00
H31 -1.2715 -3.4526 6.2791  0.00
H32 0.1954 -3.8474 7.1790  0.00
H33 1.5404 2.6032 0.7902  0.00
H34 0.1745 3.1631 -0.1791  0.00
H35 2.6839 3.5101 -1.1379  0.00
H36 3.1510 0.9546 -4.5111  0.00
H37 -0.6285 -1.4434 -3.2558  0.00
H38 0.6891 -2.3059 -2.4605  0.00
H39 0.2437 -2.7090 -4.1260  0.00
H40 -0.1361 0.2310 -5.1029  0.00
H41 0.4939 -1.1861 -5.9613  0.00
H42 1.4671 0.2869 -5.8396  0.00
H43 3.1061 -2.0322 -3.3699  0.00
H44 3.3844 -1.0859 -4.8344  0.00
H45 2.4062 -2.5503 -4.9103  0.00
H46 2.5848 4.6026 -4.3447  0.00
H47 4.1520 5.3938 -4.0983  0.00
H48 3.0711 5.1079 -2.7307  0.00
H49 3.9110 2.7659 -5.5523  0.00
H50 5.1882 1.8900 -4.6925  0.00
H51 5.4165 3.5838 -5.1366  0.00
H52 4.9044 3.8415 -1.4876  0.00
H53 6.0001 4.1737 -2.8319  0.00
H54 5.7462 2.5085 -2.2806  0.00
S1 -2.9572 5.3468 -3.9181  0.00
Sb1 -3.9938 3.3827 -4.3935  0.00
S2 -1.7900 1.8454 -2.7416  0.02
S3 -2.9370 0.1431 -2.4954  -0.05
S4 -5.8912 3.1656 -3.1539  0.01

Q: Which formula does entry 2 have?
A: C34H54N2O2ReS4Sb

Q: Which value of net charge does entry 2 give?
A: -1

Q: What is the spin multiplicity in the first record?
A: 2

Q: The highest net charge belongs to which entry?
A: C34H54N2O2ReS4Sb